No. 1
Density functional theory data (ωB97M-V with the def2-TZVPD basis set) for a 2-piece molecular cluster, C3H8BF overall.

Element x y z (Å)
C -1.1876 1.0397 -0.3521
B -1.6804 -0.2083 -0.0365
C -2.0052 -1.7081 0.1633
H -1.8303 1.9129 -0.3609
H -0.3322 1.3551 -1.0960
H -3.0661 -1.8334 0.3194
H -1.5530 -2.0789 1.0679
H -1.6812 -2.3017 -0.6087
C 2.6658 0.8406 0.2365
F 3.4325 -0.1173 -0.3466
H 1.9999 0.3448 0.8812
H 3.3098 1.5506 0.6954
H 1.9280 1.2041 -0.5631

Atoms 1-2, force components in eV/Å:
C 0.9610 1.3145 -2.0631
B 0.9543 -0.6935 -0.6863

Energy (hartree): -243.71817
HOMO energy (eV): -8.638
Relative energy (zero: lowest compared OMol25 entry of this formula, charge and spin) (kJ/mol): 184.2
Structure (SMILES): C=BC.CF

Mulliken atomic charge list, values in e, 2 entries:
1 C -0.456
2 B -0.029

***

No. 2
Density functional theory data (ωB97M-V with the def2-TZVPD basis set) for C18H15F6N8O7PZn as an isolated structure.

Element x y z (Å)
Zn 1.0360 1.0535 -0.2481
N 4.5281 -0.0344 1.1597
C 4.2801 0.6160 2.3325
C 3.1772 1.3948 2.1149
N 2.7553 1.2182 0.8396
C 3.5906 0.3499 0.2742
C 3.3728 -0.0048 -1.0945
N 2.2361 0.3836 -1.6664
C 2.2771 -0.0206 -2.9580
C 3.4720 -0.6534 -3.1788
N 4.1479 -0.6331 -1.9959
H 5.2596 -0.7141 1.0169
H 4.8863 0.4801 3.2040
H 2.6822 2.0763 2.7768
H 1.4596 0.1492 -3.6321
H 3.8828 -1.0919 -4.0668
H 5.0589 -1.0360 -1.8367
O -2.2243 -5.8327 2.1851
N -2.5781 -4.7043 2.4032
O -3.5797 -4.3606 2.9744
C -1.6885 -3.6420 1.9354
C -2.0310 -2.3330 2.1340
C -1.1676 -1.3131 1.6827
C 0.1106 -1.6147 1.0360
O 0.9108 -0.7468 0.6698
C 0.3825 -3.0303 0.8726
C -0.4896 -3.9956 1.2831
N 1.5954 -3.4293 0.1806
O 1.6494 -4.5611 -0.2225
O 2.4836 -2.6117 0.0635
N -1.5842 -0.0333 1.8147
O -0.7947 0.8692 1.2229
O -2.5577 0.3327 2.4101
H -2.9702 -2.0781 2.6113
H -0.2740 -5.0434 1.1022
F -0.5417 0.8772 -1.6058
P -1.6660 -0.3440 -2.1564
F -2.6701 -1.4800 -2.5641
F -0.5818 -1.4126 -1.5805
F -2.6239 0.8614 -2.5720
F -0.9077 -0.3000 -3.5534
F -2.2908 -0.2604 -0.6353
C -4.1421 3.6191 -1.0129
C -2.7754 3.3745 -0.4796
C -1.6518 4.0586 -1.0041
C -0.3681 3.6401 -0.6589
N -0.0963 2.7278 0.2476
C -1.1784 2.2477 1.0540
C -2.5547 2.4679 0.5165
H -4.1212 3.6728 -2.0969
H -4.5274 4.5638 -0.6319
H -4.8211 2.8212 -0.7272
H -1.7856 4.8153 -1.7615
H 0.4876 4.0207 -1.1996
H -1.1162 2.7164 2.0637
H -3.3626 1.9073 0.9582

Atoms 1-2, force components in eV/Å:
Zn -0.5236 0.3286 0.0134
N 0.0145 -0.1511 -0.4293

Energy (hartree): -4379.27929
HOMO energy (spin up / spin down) (eV): -11.766 / -11.766
Relative energy (zero: lowest compared OMol25 entry of this formula, charge and spin) (kJ/mol): 75.0
Spin multiplicity: 2
Net charge: +1

Mulliken atomic charge list, values in e, 2 entries:
1 Zn -0.092
2 N -0.022

***

No. 3
Density functional theory data (ωB97M-V with the def2-TZVPD basis set) for C6H7N in the gas phase.

Element x y z (Å)
C 1.9627 -0.3994 -0.3005
C 0.8206 0.0768 0.4684
C -0.0624 1.2847 0.1621
C -0.6149 -0.0870 0.1537
C -1.6126 -0.9035 0.0418
C -2.8707 -0.3980 -0.1742
N -3.8120 0.2239 -0.3622
H 1.6257 -0.9540 -1.1696
H 2.5833 -1.1343 0.3180
H 2.6136 0.4482 -0.5873
H 0.9465 0.0033 1.4910
H 0.1847 1.7646 -0.7487
H -0.3833 2.0149 0.9068
H -1.3811 -1.9404 -0.1996

Atoms 1-2, force components in eV/Å:
C 2.0421 -0.9137 -0.2856
C -2.0246 0.5126 0.0204

Energy (hartree): -287.48293
HOMO energy (eV): -10.001
Relative energy (zero: lowest compared OMol25 entry of this formula, charge and spin) (kJ/mol): 273.9
Structure (SMILES): C[C@H]1C/C1=C\C#N

Mulliken atomic charge list, values in e, 2 entries:
1 C -1.223
2 C 0.087

***

No. 4
Density functional theory data (ωB97M-V with the def2-TZVPD basis set) for a 2-piece molecular cluster, C2H7N2OS overall.

Element x y z (Å)
C -1.0182 -0.4420 0.2023
C 1.7424 1.3731 -0.3444
N -2.0233 0.0849 0.8810
N -1.1729 -1.3881 -0.6675
O 2.6368 -1.1258 0.1817
S 1.8553 -0.0945 0.8878
H 1.9626 2.1453 0.3176
H 0.7210 1.2000 -0.7986
H 2.5196 1.0948 -0.9829
H -3.0317 -0.1199 0.8744
H -1.6584 0.6217 1.6330
H -2.0637 -1.5801 -0.9985
H -0.4694 -1.7696 -1.1859

Atoms 1-2, force components in eV/Å:
C -2.8951 -0.8098 0.2555
C -1.9222 -3.5241 1.3612

Energy (hartree): -662.93193
HOMO energy (spin up / spin down) (eV): -12.550 / -13.530
Relative energy (zero: lowest compared OMol25 entry of this formula, charge and spin) (kJ/mol): 114.7
Spin multiplicity: 3
Net charge: +1

Mulliken atomic charge list, values in e, 2 entries:
1 C 0.486
2 C -0.706